[1]
The following is a quantum chemistry calculation of C22H35O3W as an isolated structure in a non-equilibrium geometry, from OMol25.

Properties
Energy above the lowest of the compared OMol25 structures with the same formula, charge and spin   0.000 eV
Spin multiplicity   3
E_tot   -1151.7741 hartree
Molar mass   531.4 g/mol
Charge   +1
⟨S²⟩   2.01
HOMO level (spin up / spin down)   -11.143 / -11.218 eV

Last column: Mulliken spin population.
Geometry (Å):
1 C -2.796 -2.642 -1.029  0.007
2 C 1.541 0.538 1.713  -0.081
3 O -1.435 6.292 -2.685  -0.001
4 H -1.915 -2.969 -1.592  -0.002
5 H -0.648 8.079 -0.741  0.000
6 H -3.393 -1.971 -1.663  -0.001
7 H 0.580 4.966 -1.822  0.001
8 H -1.658 8.128 -4.897  0.000
9 H -3.482 6.381 -3.171  0.000
10 H -2.351 8.321 -1.221  0.000
11 C -0.703 0.307 2.285  -0.119
12 C -2.307 3.616 -1.314  -0.010
13 C 0.732 -1.922 -1.453  0.084
14 H -2.277 2.207 -2.984  -0.002
15 C -1.044 7.672 -2.817  0.000
16 H -4.182 -0.798 0.584  -0.001
17 C -0.681 3.672 -3.129  0.002
18 H -1.349 2.248 1.314  0.013
19 H 0.618 8.848 -3.472  0.000
20 C -1.308 8.442 -1.539  0.000
21 C 0.096 -0.878 -2.220  -0.054
22 H -0.112 2.808 -3.498  -0.003
23 H 2.838 0.688 -1.025  0.003
24 C 0.827 1.670 1.173  -0.013
25 H -3.281 4.059 -1.056  -0.001
26 C 2.014 0.007 -1.249  -0.102
27 W 0.095 -0.211 0.036  1.826
28 C -2.382 -1.923 0.242  0.056
29 H 0.368 3.247 -1.297  0.021
30 C -2.094 7.951 -3.913  0.000
31 H -0.611 4.493 -3.855  0.000
32 H -2.185 2.666 -0.740  0.015
33 H 1.059 7.448 -2.462  0.000
34 H 2.641 -1.935 -0.267  0.001
35 H 0.822 -1.190 2.979  0.014
36 H 0.439 -2.971 -1.446  0.017
37 H 0.695 1.265 -2.608  0.037
38 H -1.104 9.511 -1.709  0.000
39 O -1.248 4.512 -0.912  0.005
40 O -1.688 -0.719 -0.114  0.046
41 H -0.774 -0.990 -2.869  0.000
42 C 0.393 7.792 -3.265  0.000
43 H -1.697 -2.575 0.815  -0.003
44 C 0.596 -0.301 2.395  0.123
45 H -1.600 -0.005 2.808  -0.002
46 C -2.500 6.507 -3.652  0.000
47 H -2.842 8.693 -3.639  0.000
48 C -0.132 4.127 -1.760  -0.014
49 C -2.142 3.278 -2.811  0.001
50 H 0.572 7.211 -4.178  0.000
51 C 0.881 0.326 -2.078  0.086
52 H -2.861 3.822 -3.422  0.000
53 H 1.253 2.546 0.691  0.005
54 H 2.619 0.407 1.717  0.000
55 H -4.177 -2.417 1.332  0.000
56 H -3.217 -1.109 2.049  -0.003
57 C 1.913 -1.366 -0.847  -0.043
58 C -3.564 -1.540 1.107  0.004
59 H -3.397 -3.525 -0.783  0.000
60 C -0.568 1.520 1.517  0.088
61 H -2.391 5.836 -4.514  0.000

=====

[2]
The following is a quantum chemistry calculation of C22H36AsF6HgN3O4Si as an isolated structure, from OMol25.

Properties
Energy above the lowest of the compared OMol25 structures with the same formula, charge and spin   0.000 eV
E_tot   -4603.3018 hartree
Molar mass   824.1 g/mol
Charge   -2
HOMO level   -3.431 eV

Last column: Löwdin charge in e.
Geometry (Å):
1 N -0.646 -4.513 -1.574  -0.158
2 H 0.861 2.107 1.640  0.113
3 H 1.150 1.011 3.799  0.075
4 O -0.638 -1.236 1.394  -0.236
5 H 1.506 2.394 -0.666  0.087
6 O -1.208 -2.600 3.036  0.033
7 H 2.011 -6.215 -0.119  0.085
8 O -2.620 -2.246 -0.167  -0.166
9 C -0.853 0.723 -3.522  -0.249
10 H -0.089 -3.341 -3.217  0.074
11 As -0.697 5.054 -0.266  0.700
12 Hg -0.860 -0.691 -0.616  1.199
13 H 0.015 -0.448 -6.386  0.023
14 H 5.150 -0.084 -1.911  0.059
15 H 2.370 -0.259 3.994  0.069
16 C 1.443 -4.062 1.392  -0.075
17 C -0.986 -3.761 -2.770  -0.086
18 C 0.957 -6.093 0.176  -0.080
19 H 0.327 1.044 -7.293  0.019
20 H -3.285 2.010 -5.268  0.029
21 C 1.905 1.543 -0.132  -0.039
22 C -1.388 -2.171 1.910  -0.576
23 C 1.536 1.382 1.201  -0.037
24 F -0.976 3.367 0.043  -0.263
25 H 2.831 1.978 -3.965  0.071
26 F 1.021 4.795 -0.098  -0.274
27 H 0.750 -0.662 3.394  0.062
28 C -0.832 0.238 -2.408  -0.267
29 H 2.900 2.901 -2.457  0.091
30 H 3.192 -1.470 1.882  0.102
31 H 0.722 3.392 -4.759  0.018
32 F -0.810 5.393 1.438  -0.277
33 C 4.676 0.790 -2.358  -0.083
34 O -3.202 -3.683 1.448  -0.002
35 H 0.798 -6.647 1.104  0.085
36 C 2.544 1.970 -2.909  -0.088
37 N 0.624 -4.699 0.382  -0.159
38 N 0.781 -2.784 -1.020  0.121
39 H 1.328 0.623 -5.893  0.016
40 C 3.194 -0.457 -0.005  -0.071
41 F -2.405 5.324 -0.443  -0.273
42 H -0.492 3.835 -5.971  0.024
43 H -1.677 -2.943 -2.540  0.069
44 C 1.543 0.089 3.369  -0.051
45 C -2.590 1.432 -5.880  -0.199
46 C 2.741 0.628 -0.759  -0.211
47 H 3.832 -1.203 -0.471  0.103
48 H -2.664 -4.565 -0.977  0.075
49 H 0.334 -6.527 -0.600  0.070
50 H 1.457 1.961 -2.850  0.047
51 H 2.502 -4.003 1.093  0.086
52 C -2.525 -2.765 0.991  -0.638
53 H -2.019 -6.097 -1.640  0.079
54 H 1.075 -3.061 1.610  0.064
55 H -2.944 0.400 -5.904  0.023
56 F -0.403 6.746 -0.575  -0.284
57 C 1.990 0.306 1.951  -0.288
58 H -0.895 3.820 -4.238  0.022
59 Si -0.860 1.525 -5.153  0.395
60 F -0.567 4.729 -1.973  -0.270
61 H -2.613 1.831 -6.898  0.018
62 C 0.284 -3.935 -0.737  -0.461
63 C -1.794 -5.224 -1.017  -0.073
64 H -1.597 -5.543 0.001  0.080
65 H 5.077 1.678 -1.862  0.083
66 H 1.535 -2.528 -0.391  0.013
67 C -0.334 3.311 -5.023  -0.181
68 C 2.832 -0.612 1.322  -0.071
69 H 2.781 -0.140 -2.729  0.137
70 H -1.469 -4.442 -3.475  0.078
71 H 1.374 -4.646 2.310  0.092
72 C 3.151 0.756 -2.216  -0.378
73 H 4.963 0.831 -3.413  0.068
74 C 0.313 0.599 -6.294  -0.195

=====

[3]
The following is a quantum chemistry calculation of a 3-piece molecular cluster, C22H36BF3N5O5P2S overall in a non-equilibrium geometry, from OMol25.

Properties
E_tot   -2914.7818 hartree
Molar mass   612.4 g/mol
Charge   +1
HOMO level   -11.466 eV

Last column: Löwdin charge in e.
Geometry (Å):
1 H -0.309 -2.522 -3.351  0.109
2 H -2.311 -2.374 1.003  0.121
3 C 2.076 -8.180 0.192  -0.145
4 H 4.552 7.110 3.961  0.108
5 C -3.222 2.491 -3.484  -0.229
6 H -1.049 -0.520 2.924  0.154
7 H -3.238 0.033 2.142  0.026
8 O 1.062 0.544 -3.494  -0.338
9 H 1.868 5.676 0.126  0.092
10 H 5.357 5.429 2.299  0.107
11 H 3.316 0.862 -0.724  0.098
12 O -1.209 0.309 -5.279  -0.291
13 H 3.212 -6.508 -0.543  0.101
14 H 0.579 0.804 1.935  0.143
15 S -4.817 -0.946 0.011  0.251
16 H -0.946 1.909 2.022  0.153
17 C -0.108 1.518 1.273  -0.145
18 C -1.277 -1.782 0.910  -0.109
19 C 2.429 6.024 0.988  -0.174
20 C 2.471 -6.852 0.170  -0.077
21 H -2.396 3.185 -3.003  0.111
22 H 1.738 0.388 -0.518  0.042
23 C 2.665 7.369 2.941  -0.069
24 H -3.044 -3.388 -0.768  0.053
25 C -3.189 0.978 -2.772  -0.138
26 C 0.619 -7.806 1.930  -0.147
27 N 3.654 5.473 1.138  0.045
28 H 2.281 8.105 3.641  0.111
29 C -1.588 -0.472 0.014  -0.444
30 H -2.893 -4.074 -2.270  0.112
31 H 0.191 3.696 0.422  0.118
32 H 2.176 -4.930 1.097  0.088
33 H -3.067 2.309 -4.637  0.129
34 O -4.520 3.199 -3.220  -0.129
35 C -1.386 -0.869 -1.558  -0.108
36 H 1.923 2.735 -1.152  0.106
37 H -0.111 -8.231 2.613  0.104
38 H -1.665 -0.557 -5.065  0.064
39 O -1.504 -2.567 3.298  -0.062
40 H 2.496 -8.900 -0.504  0.105
41 H -0.535 -2.575 0.414  0.164
42 C 4.376 5.885 2.202  -0.138
43 C -0.787 -1.556 2.450  -0.200
44 C -1.689 0.606 -2.288  -0.405
45 H -0.203 -0.968 -1.710  0.154
46 C -0.920 1.456 -1.109  0.062
47 N -3.069 -3.145 -1.780  0.130
48 F 1.482 -1.404 3.728  0.026
49 C 0.947 -6.460 1.983  -0.089
50 H -3.459 1.456 0.276  0.004
51 H -4.304 3.886 -2.495  0.117
52 P -3.313 0.074 0.675  0.411
53 B -1.952 -2.237 -2.227  -0.465
54 P -0.579 1.040 -3.829  0.987
55 H 0.909 7.378 1.682  0.103
56 H 1.241 3.239 1.917  0.139
57 N -0.819 0.832 0.142  -0.049
58 H -1.635 -3.420 2.788  0.120
59 H 3.099 3.115 0.272  0.120
60 H -3.570 0.194 -3.588  0.155
61 N 2.497 0.956 -0.054  -0.044
62 F 0.915 -3.481 2.573  0.001
63 N 1.162 -8.678 1.054  0.059
64 C 1.897 6.967 1.853  -0.075
65 C 2.163 2.436 -0.021  -0.258
66 H -0.531 2.480 -1.495  0.151
67 H 0.477 -5.805 2.708  0.084
68 H 1.635 0.567 -4.321  0.090
69 H -4.019 1.014 -1.952  0.077
70 C 0.801 -1.976 2.526  -0.176
71 C 1.893 -5.978 1.084  -0.091
72 F 1.611 -1.556 1.355  0.006
73 O -1.291 -2.634 -3.525  0.016
74 C 0.825 2.801 0.887  -0.165
75 C 3.929 6.819 3.123  -0.065

=====

[4]
The following is a quantum chemistry calculation of C22H36BiN2O4PS4 as an isolated structure in a non-equilibrium geometry, from OMol25.

Properties
Energy above the lowest of the compared OMol25 structures with the same formula, charge and spin   0.000 eV
Spin multiplicity   2
E_tot   -3418.9609 hartree
Molar mass   760.8 g/mol
Charge   +1
⟨S²⟩   0.75
HOMO level (spin up / spin down)   -8.996 / -10.881 eV

Last column: Mulliken spin population.
Geometry (Å):
1 H 4.841 -2.503 2.985  0.000
2 H -3.127 -1.155 -1.089  -0.001
3 H -0.544 0.037 4.507  0.000
4 H 1.887 1.706 4.732  0.000
5 H 0.749 -4.175 -4.492  0.000
6 C -3.203 -0.066 -1.134  -0.002
7 H -0.658 0.446 -3.224  -0.001
8 H 3.982 1.550 1.904  -0.004
9 H 3.903 -3.133 -2.427  0.002
10 H -2.562 1.526 -2.420  -0.005
11 H -2.710 1.450 0.196  0.002
12 C 1.216 4.647 1.462  0.006
13 H -3.168 0.108 -3.280  0.001
14 H -1.146 -1.029 -2.718  0.003
15 S 0.055 -2.986 0.086  0.097
16 P 1.442 -2.924 -1.290  0.032
17 O -0.635 0.761 1.710  -0.014
18 H -4.265 0.193 -1.122  0.000
19 C 1.398 0.974 4.090  0.002
20 H -1.263 -4.861 -3.229  0.000
21 C 6.620 0.306 3.647  0.000
22 H 1.630 1.251 3.059  0.001
23 H 0.562 -2.500 -3.969  0.000
24 C 0.376 -3.539 -3.692  0.002
25 C 0.595 3.412 1.602  -0.058
26 C 6.282 -1.042 3.629  0.000
27 H 0.747 2.620 0.877  0.111
28 C 5.115 -1.454 3.006  0.000
29 O 2.183 0.230 1.083  0.017
30 C 0.191 5.404 3.506  0.000
31 H -0.408 1.680 5.133  0.000
32 H 0.033 6.179 4.244  0.000
33 C -0.119 1.024 4.310  0.001
34 H 1.908 -2.368 3.422  0.002
35 C 1.972 -0.414 4.367  -0.002
36 C 4.634 0.841 2.397  0.002
37 O 1.182 -3.867 -2.547  -0.004
38 C -0.437 4.179 3.651  0.001
39 H -1.683 -3.515 -4.299  0.000
40 C -2.575 0.434 -2.423  0.011
41 H 4.790 -3.520 -0.947  0.000
42 N -1.182 -0.037 -2.502  0.036
43 H 3.032 -0.347 4.622  0.000
44 H 6.924 -1.770 4.106  0.000
45 C 3.932 -3.794 -1.559  0.002
46 C 3.989 -5.248 -1.960  0.000
47 H -2.569 -0.042 0.852  0.003
48 H 1.490 6.604 2.292  0.000
49 C -0.218 3.190 2.699  -0.005
50 H 7.525 0.626 4.147  0.000
51 H 3.978 -5.887 -1.078  0.000
52 Bi 0.195 0.199 -0.366  0.726
53 N -2.458 0.489 -0.004  0.017
54 H 4.910 -5.432 -2.515  0.000
55 C -1.092 -3.803 -3.428  0.001
56 H 0.734 -1.207 2.782  -0.011
57 C 1.747 -1.315 3.183  0.019
58 S -1.053 1.623 2.874  0.000
59 S 2.755 -1.034 1.711  -0.012
60 S 1.832 -1.050 -2.028  0.019
61 H 1.856 4.830 0.609  0.003
62 H 3.141 -5.511 -2.590  0.000
63 O 2.776 -3.538 -0.719  0.007
64 C 1.014 5.640 2.409  0.000
65 C 5.808 1.241 3.021  -0.001
66 C 4.294 -0.501 2.419  0.001
67 H 1.490 -0.866 5.239  0.000
68 H 6.082 2.288 3.025  0.000
69 H -1.091 3.998 4.497  0.000
70 H -1.438 -3.250 -2.554  -0.002